# 1
Below is C21H15Cl2FeIN2O4 as an isolated structure, with properties calculated with ωB97M-V/def2-TZVPD.

```
46
Properties=species:S:1:pos:R:3
Fe -1.71 -1.27 0.19
C 0.88 -4.71 -0.88
C 1.57 -3.44 -0.47
N 2.83 -3.29 -0.77
C 3.45 -2.14 -0.41
C 2.84 -1.12 0.26
C 3.62 0.11 0.60
O 3.76 0.33 2.00
C 1.46 -1.26 0.58
C 0.81 -0.21 1.33
N -0.47 -0.06 1.40
C -1.04 0.93 2.23
C -0.49 2.20 2.39
C -1.12 3.13 3.21
C -2.29 2.80 3.87
C -2.85 1.55 3.71
C -2.23 0.62 2.89
I -3.06 -1.27 2.64
C 0.80 -2.44 0.21
O -0.45 -2.71 0.47
H 1.59 -5.35 -1.39
H 0.46 -5.22 -0.02
H 0.04 -4.48 -1.55
H 4.49 -2.06 -0.70
H 4.61 0.05 0.12
H 3.13 1.01 0.22
H 4.14 -0.46 2.39
H 1.46 0.45 1.90
H 0.41 2.46 1.85
H -0.68 4.11 3.32
H -2.78 3.53 4.51
H -3.77 1.29 4.22
Cl -1.10 3.78 -5.07
C -1.11 2.39 -4.03
C -0.11 1.41 -4.21
C -0.08 0.30 -3.42
Cl 1.16 -0.89 -3.63
C -1.04 0.08 -2.37
O -0.98 -0.96 -1.66
C -2.02 1.11 -2.21
C -3.02 1.00 -1.21
O -3.13 0.11 -0.35
C -2.04 2.25 -3.06
H 0.64 1.54 -4.99
H -3.77 1.80 -1.20
H -2.80 3.00 -2.91
```

Computed properties:
- HOMO energy (spin up / spin down) (eV) = -8.0 / -8.1
- energy above the lowest of the compared OMol25 structures with the same formula, charge and spin (kcal/mol) = 0.0
- gap between HOMO and LUMO (spin up / spin down) (eV) = 7.52 / 7.58
- 2S+1 = 5

# 2
Below is a 2-piece molecular cluster, C6H16 overall at a distorted geometry, with properties calculated with ωB97M-V/def2-TZVPD.

```
22
Properties=species:S:1:pos:R:3
C 1.76 -1.65 -3.43
C 3.27 -1.68 -3.46
C 3.89 -2.89 -2.77
H 1.27 -0.98 -4.17
H 1.45 -1.34 -2.42
H 1.40 -2.68 -3.61
H 3.54 -1.70 -4.53
H 3.63 -0.71 -3.04
H 3.48 -3.79 -3.26
H 3.65 -2.94 -1.69
H 4.99 -2.89 -2.88
C -0.82 -3.99 -1.77
C -0.46 -5.40 -1.50
C -1.71 -6.27 -1.88
H -1.69 -3.60 -1.22
H -1.01 -3.88 -2.85
H 0.06 -3.38 -1.51
H 0.34 -5.80 -2.15
H -0.15 -5.55 -0.45
H -1.52 -7.35 -1.74
H -1.82 -6.07 -2.96
H -2.66 -6.02 -1.38
```

Computed properties:
- HOMO energy (eV) = -11.2
- energy above the lowest of the compared OMol25 structures with the same formula, charge and spin (kcal/mol) = 9.4
- gap between HOMO and LUMO (eV) = 12.29
- 2S+1 = 1

# 3
Below is C23H31Br2CoN2OS2 as an isolated structure at a distorted geometry, with properties calculated with ωB97M-V/def2-TZVPD.

```
62
Properties=species:S:1:pos:R:3
Co -0.23 0.21 0.71
C -3.77 4.53 0.26
C -3.53 3.06 0.25
C -4.45 2.15 -0.27
C -4.13 0.81 -0.34
C -2.88 0.42 0.12
Br -2.18 -1.35 -0.04
N -2.01 1.25 0.68
C -2.34 2.54 0.74
H -4.83 4.77 0.30
H -3.36 4.95 -0.66
H -3.28 5.01 1.10
H -5.42 2.49 -0.61
H -4.81 0.08 -0.75
H -1.61 3.19 1.21
C 7.47 0.89 1.74
C 6.96 -0.21 0.80
C 6.60 -1.45 1.63
C 8.09 -0.57 -0.18
C 5.71 0.22 0.07
C 4.81 1.09 0.65
C 3.61 1.46 0.00
Br 1.23 -0.18 2.32
C 3.29 0.89 -1.25
O 0.70 1.19 -0.71
C 4.27 0.12 -1.92
C 5.41 -0.23 -1.22
C 4.12 -0.35 -3.36
C 5.49 -0.63 -3.98
C 3.29 -1.64 -3.41
C 3.44 0.73 -4.23
H 8.45 0.63 2.11
H 6.81 1.02 2.59
H 7.55 1.84 1.21
H 7.49 -1.80 2.16
H 6.23 -2.25 1.00
H 5.83 -1.21 2.36
H 9.01 -0.74 0.36
H 8.25 0.24 -0.89
H 7.86 -1.49 -0.73
H 5.01 1.53 1.61
H 6.10 -0.91 -1.69
H 5.93 -1.55 -3.61
H 6.18 0.20 -3.81
H 5.39 -0.75 -5.06
H 3.75 -2.41 -2.80
H 3.26 -1.99 -4.44
H 2.28 -1.47 -3.07
H 3.86 1.71 -4.03
H 2.37 0.76 -4.08
H 3.61 0.50 -5.28
S 1.65 0.93 -1.90
C 2.86 2.49 0.65
N 1.96 3.28 0.08
C 1.35 4.32 0.87
C 1.79 4.13 2.32
S 3.17 2.92 2.29
H 1.73 3.22 -0.90
H 0.26 4.26 0.78
H 1.67 5.30 0.49
H 1.01 3.70 2.95
H 2.15 5.05 2.77
```

Computed properties:
- HOMO energy (spin up / spin down) (eV) = -10.0 / -10.2
- gap between HOMO and LUMO (spin up / spin down) (eV) = 5.71 / 6.89
- 2S+1 = 2
- charge = +1

# 4
Below is C41H48N5O5PS3V as an isolated structure at a distorted geometry, with properties calculated with ωB97M-V/def2-TZVPD.

```
104
Properties=species:S:1:pos:R:3
V -1.02 -0.05 0.53
C -0.69 2.88 4.04
O -1.84 1.95 4.12
C -1.69 1.13 3.10
N -0.74 1.32 2.26
C -0.06 2.59 2.66
C 1.45 2.55 2.58
C 2.02 2.37 1.33
C 3.39 2.43 1.16
C 4.22 2.64 2.26
C 3.66 2.81 3.51
C 2.27 2.78 3.67
C -2.69 0.06 2.92
C -3.71 -0.27 3.78
C -4.57 -1.30 3.41
C -4.40 -1.95 2.19
C -3.36 -1.56 1.39
N -2.53 -0.58 1.76
C -3.02 -2.05 0.03
N -2.00 -1.56 -0.58
C -1.96 -2.17 -1.94
C -3.21 -3.09 -1.92
O -3.78 -2.92 -0.57
C -0.70 -2.92 -2.30
C 0.37 -3.04 -1.45
C 1.52 -3.73 -1.84
C 1.58 -4.31 -3.10
C 0.49 -4.19 -3.97
C -0.64 -3.50 -3.57
H -0.05 2.65 4.87
H -1.08 3.88 4.14
H -0.39 3.35 1.95
H 1.38 2.20 0.46
H 3.83 2.32 0.17
H 5.29 2.69 2.13
H 4.29 2.99 4.37
H 1.88 2.94 4.67
H -3.83 0.26 4.71
H -5.38 -1.59 4.06
H -5.06 -2.74 1.86
H -2.10 -1.35 -2.65
H -2.95 -4.14 -2.03
H -3.98 -2.82 -2.63
H 0.34 -2.62 -0.45
H 2.35 -3.82 -1.15
H 2.46 -4.86 -3.41
H 0.52 -4.64 -4.95
H -1.48 -3.40 -4.26
C -2.62 4.75 -3.36
C -1.98 5.00 -2.00
N -2.44 4.02 -0.96
C -3.45 4.53 -0.01
C -4.84 4.63 -0.61
C -2.01 2.78 -0.97
S -2.77 1.58 0.05
N -1.05 2.50 -1.91
C -0.31 1.47 -1.90
O -0.24 0.65 -0.80
C 0.47 1.06 -3.06
C 0.46 1.86 -4.21
C 1.13 1.42 -5.33
C 1.80 0.19 -5.32
C 1.81 -0.59 -4.18
C 1.15 -0.15 -3.04
H -2.25 5.50 -4.06
H -3.70 4.84 -3.32
H -2.36 3.77 -3.75
H -2.26 5.98 -1.62
H -0.90 4.95 -2.06
H -3.10 5.50 0.32
H -3.46 3.87 0.86
H -4.88 5.37 -1.42
H -5.55 4.94 0.15
H -5.17 3.66 -1.01
H -0.06 2.80 -4.21
H 1.14 2.03 -6.23
H 2.32 -0.14 -6.21
H 2.33 -1.54 -4.17
H 1.16 -0.75 -2.14
C 4.86 -1.82 0.55
C 3.83 -0.73 0.30
C 3.87 -0.23 -1.12
O 2.45 -1.23 0.51
P 2.01 -1.71 1.97
S 2.71 -0.73 3.44
S -0.09 -1.66 1.93
O 2.36 -3.25 1.88
C 1.99 -4.40 2.74
C 1.81 -4.03 4.19
C 0.79 -5.10 2.14
H 4.75 -2.63 -0.17
H 4.79 -2.22 1.56
H 5.85 -1.38 0.44
H 3.97 0.08 1.01
H 3.12 0.53 -1.30
H 3.72 -1.06 -1.82
H 4.86 0.19 -1.32
H 2.86 -5.04 2.63
H 0.93 -3.39 4.33
H 2.68 -3.50 4.58
H 1.67 -4.94 4.77
H -0.12 -4.51 2.28
H 0.65 -6.06 2.64
H 0.92 -5.28 1.07
```

Computed properties:
- HOMO energy (spin up / spin down) (eV) = -12.7 / -12.8
- energy above the lowest of the compared OMol25 structures with the same formula, charge and spin (kcal/mol) = 0.0
- gap between HOMO and LUMO (spin up / spin down) (eV) = 5.75 / 6.22
- 2S+1 = 2
- charge = +2

# 5
Below is a 2-piece molecular cluster, C6H5NO3 overall at a distorted geometry, with properties calculated with ωB97M-V/def2-TZVPD.

```
15
Properties=species:S:1:pos:R:3
N 0.45 -2.30 1.83
C 0.77 -1.67 0.89
C 0.67 -0.95 -0.35
C 1.30 0.24 -0.56
C 0.25 1.26 -0.89
O 0.07 2.24 -0.20
C -0.81 0.44 -1.62
O -1.66 -0.27 -0.72
C -0.55 -0.96 -1.26
H 2.29 0.51 -0.20
H -1.23 0.79 -2.56
H -0.77 -1.84 -1.87
O -0.12 0.99 2.72
H -0.14 1.50 1.90
H -0.52 0.02 2.88
```

Computed properties:
- HOMO energy (eV) = -10.5
- energy above the lowest of the compared OMol25 structures with the same formula, charge and spin (kcal/mol) = 111.1
- gap between HOMO and LUMO (eV) = 9.25
- 2S+1 = 1